The following is a quantum chemistry calculation of a molecular structure, C2H4N2OS in a non-equilibrium geometry, from OMol25.

The calculation puts the HOMO energy at -0.329 Ha. Its LUMO energy is 0.60 eV. For the HOMO-LUMO gap, the calculation gives 9.55 eV.

CARTESIAN COORDINATES (ANGSTROEM)
H 2.34 -1.40 0.61
C 2.16 -0.32 0.07
N -1.49 0.99 0.04
H 3.14 0.18 -0.19
C -1.73 -0.37 -0.01
N 1.01 0.14 -0.02
H -0.58 1.47 -0.45
H -2.17 1.57 0.02
O -2.62 -1.13 0.06
S -0.06 -1.13 -0.13